Here is 3 unconnected molecules or ions with the total composition C16H34IN4O4S at a distorted geometry from OMol25. Energies are from ωB97M-V/def2-TZVPD.

Each line ends with the Löwdin charge.
CARTESIAN COORDINATES (ANGSTROEM)
S (3.8015, 1.5171, 1.8569)  0.89
N (2.2545, 2.3333, 2.1664)  -0.49
C (1.1659, 1.6735, 2.9394)  -0.03
C (-0.3041, 2.2282, 3.3845)  -0.58
I (-1.8275, 1.1587, 4.5363)  0.86
C (-0.5111, 3.8068, 2.8548)  0.04
C (0.8157, 4.2755, 2.0250)  -0.03
N (2.0925, 3.6032, 1.7190)  0.04
H (4.5868, 1.9186, 2.9849)  -0.05
H (1.4047, 0.5576, 3.2936)  0.14
H (-1.4741, 4.4418, 3.0602)  0.13
H (0.7444, 5.3948, 1.6081)  0.15
C (-4.7755, 0.5086, -2.5453)  -0.10
O (-4.3654, 0.4219, -1.1864)  -0.20
C (-3.1778, -0.3560, -0.9891)  -0.20
C (-1.9702, 0.5463, -0.6697)  -0.21
N (-1.5467, 1.3185, -1.8383)  -0.04
C (-0.6294, 2.4226, -1.5329)  -0.18
C (-1.0988, 3.5075, -0.5393)  -0.23
O (-2.1440, 4.3474, -1.0295)  -0.17
C (-3.4417, 3.7729, -0.9680)  -0.09
H (-5.8037, 0.8834, -2.5653)  0.10
H (-4.1525, 1.2096, -3.1006)  0.07
H (-4.7567, -0.4732, -3.0351)  0.09
H (-2.9735, -1.0212, -1.8376)  0.12
H (-3.3687, -0.9905, -0.1166)  0.12
H (-1.1358, -0.0767, -0.3282)  0.10
H (-2.2675, 1.1980, 0.1569)  0.09
H (-2.3656, 1.7080, -2.2968)  0.07
H (-0.4112, 2.9160, -2.4876)  0.13
H (0.3181, 1.9988, -1.1760)  0.11
H (-0.2449, 4.1738, -0.3687)  0.10
H (-1.3551, 3.1023, 0.4451)  0.08
H (-3.5803, 3.1482, -0.0812)  0.09
H (-3.6392, 3.2084, -1.8789)  0.07
H (-4.1749, 4.5849, -0.9319)  0.10
C (2.1715, -5.8231, 0.6075)  -0.11
O (1.6359, -5.2082, -0.5575)  -0.19
C (0.4070, -4.5069, -0.3284)  -0.19
C (0.6252, -2.9818, -0.3543)  -0.20
N (1.3731, -2.5216, 0.8164)  -0.05
C (1.8949, -1.1547, 0.7009)  -0.23
C (2.8405, -0.8318, -0.4764)  -0.24
O (4.1256, -1.4475, -0.3901)  -0.18
C (4.1543, -2.8128, -0.7815)  -0.08
H (2.9404, -6.5350, 0.2913)  0.10
H (2.6434, -5.0879, 1.2592)  0.07
H (1.4011, -6.3720, 1.1636)  0.09
H (-0.0872, -4.8301, 0.5965)  0.12
H (-0.2555, -4.7701, -1.1604)  0.12
H (-0.3483, -2.4792, -0.3798)  0.11
H (1.1513, -2.7496, -1.2845)  0.10
H (2.1589, -3.1454, 0.9779)  0.07
H (2.4387, -0.9522, 1.6314)  0.07
H (1.0459, -0.4595, 0.6769)  0.09
H (3.0315, 0.2475, -0.4445)  0.07
H (2.3843, -1.0195, -1.4539)  0.12
H (3.4754, -3.0233, -1.6126)  0.09
H (3.9317, -3.4475, 0.0757)  0.07
H (5.1722, -3.0564, -1.1019)  0.10

Cartesian forces (eV/Å) of the 2 atoms listed first:
S 0.24 0.52 1.00
N -4.61 0.30 2.78

Summary:
lowest unoccupied orbital energy	-5.72	eV
HOMO level	-11.09	eV
charge	+1
spin multiplicity	1
energy above the lowest of the compared OMol25 structures with the same formula, charge and spin	9.200	eV
molecular weight	505.4	g/mol
frontier orbital gap	5.37	eV